H10NaO5 | wB97M-V/def2-TZVPD

Geometry as XYZ:
```
16
Properties=species:S:1:pos:R:3:mulliken_charge:R:1
Na -0.56 -0.04 0.10 0.8021
O 0.55 -2.03 -2.23 -0.5657
O -1.40 -0.44 2.34 -0.5328
O -0.45 1.07 -2.14 -0.5170
O 0.29 2.22 1.10 -0.5849
O 1.39 -1.42 0.62 -0.6148
H -0.08 1.87 -2.51 0.2922
H -1.82 0.33 2.72 0.3076
H -0.37 -1.78 -2.13 0.2794
H 1.38 -1.76 1.51 0.3064
H -0.67 0.54 -2.90 0.2874
H 2.18 -0.88 0.57 0.3263
H 0.76 -1.78 -3.13 0.3109
H 0.77 2.50 1.88 0.2990
H -1.42 -1.09 3.05 0.2727
H -0.54 2.70 1.15 0.3313
```

HOMO energy = -0.547 Ha
2S+1 = 1
DFT total energy = -544.34201 Ha
energy above the lowest of the compared OMol25 structures with the same formula, charge and spin = 18.86 kcal per mole
charge = +1